(1)
This record from the Open Molecules 2025 dataset describes 2 unconnected molecules or ions with the total composition C4H13N2O2 in a non-equilibrium geometry. The level of theory is ωB97M-V/def2-TZVPD.

Computed properties:
HOMO level: -0.4990 hartree
relative energy (zero: lowest compared OMol25 entry of this formula, charge and spin): 1.2574 eV
charge: +1
LUMO energy: -3.275 eV

The geometry in XYZ format:
```
21
Properties=species:S:1:pos:R:3:forces:R:3
N -0.201 -1.321 0.787 -1.10 0.15 0.77
C -0.721 -0.257 -0.154 1.75 0.13 -1.36
C -1.996 -0.687 -0.820 -1.31 0.78 1.00
C -0.829 1.059 0.613 -0.55 -0.50 0.97
N 0.011 2.063 0.339 0.15 0.01 -0.41
C 1.093 2.120 -0.656 -0.48 -0.21 0.73
O -1.649 1.078 1.522 0.23 0.09 -0.13
H 0.843 -1.552 0.727 -0.72 0.32 -0.20
H -0.513 -1.064 1.740 0.27 -0.05 -0.24
H -0.736 -2.158 0.567 0.19 -0.32 0.05
H 0.061 -0.152 -0.902 0.10 -0.17 -0.12
H -2.763 -0.771 -0.035 0.09 -0.26 -0.18
H -2.377 0.135 -1.425 0.18 -0.02 -0.26
H -1.978 -1.587 -1.421 0.41 -0.18 -0.04
H -0.108 2.873 0.930 -0.11 -0.02 0.04
H 1.987 1.646 -0.265 0.15 -0.31 -0.12
H 1.336 3.162 -0.756 0.04 0.39 -0.48
H 0.780 1.679 -1.599 0.16 0.23 -0.04
H 2.968 -1.735 0.879 0.15 -0.10 -0.14
H 2.510 -2.666 -0.282 0.08 0.12 0.11
O 2.283 -1.865 0.211 0.33 -0.09 0.04
```
Forces are in eV/Å.

Atomic charges from the Mulliken analysis, expressed in e, are listed below:
1 N -0.19
2 C 0.50
3 C -1.63
4 C 0.20
5 N -0.17
6 C -0.81
7 O -0.62
8 H 0.26
9 H 0.44
10 H 0.39
11 H 0.14
12 H 0.43
13 H 0.40
14 H 0.43
15 H 0.28
16 H 0.28
17 H 0.34
18 H 0.32
19 H 0.33
20 H 0.31
21 O -0.65

=====

(2)
This record from the Open Molecules 2025 dataset describes a molecular structure, C10H21Cl19HgO in a non-equilibrium geometry. The level of theory is ωB97M-V/def2-TZVPD.

Computed properties:
HOMO level: -0.3054 hartree
relative energy (zero: lowest compared OMol25 entry of this formula, charge and spin): 0.9162 eV
LUMO energy: -1.652 eV

The geometry in XYZ format:
```
52
Properties=species:S:1:pos:R:3:forces:R:3
Hg 0.249 -0.446 0.245 0.14 -0.36 1.37
C -2.119 -2.910 1.677 0.54 1.06 -0.96
O -1.216 -1.963 1.111 0.78 0.77 -0.39
H -3.150 -2.559 1.666 -0.25 0.50 0.07
H -2.171 -3.797 1.045 0.32 -0.51 0.14
H -1.895 -3.160 2.715 0.32 -0.21 0.08
Cl 1.904 1.564 -0.428 -1.41 -1.69 0.57
C 4.134 -1.904 2.321 0.17 -0.23 -0.31
Cl 2.364 -1.780 1.940 1.15 0.03 0.61
Cl 4.486 -3.374 3.269 -0.18 0.33 -0.18
H 4.690 -1.980 1.387 -0.39 -0.05 0.04
H 4.525 -1.050 2.874 -0.63 -0.03 0.02
C 0.245 3.663 -3.614 -0.23 -0.33 -0.23
Cl -0.159 5.373 -3.516 0.06 0.10 -0.05
Cl -0.845 2.808 -4.784 0.33 0.19 0.53
H 1.257 3.537 -3.996 -0.23 0.09 0.19
H 0.112 3.246 -2.616 0.06 -0.18 -0.28
C 0.745 -4.441 -0.619 -0.12 -0.29 0.62
Cl 1.399 -4.835 1.013 -0.30 0.16 -0.77
Cl 1.320 -2.875 -1.272 0.13 -0.75 0.16
H 1.044 -5.263 -1.269 0.14 0.44 -0.09
H -0.342 -4.401 -0.547 0.23 0.23 0.11
C 0.656 4.508 1.893 0.39 -0.64 -0.13
Cl -0.541 4.297 3.188 0.05 0.26 -0.36
Cl -0.043 4.994 0.305 0.29 -0.04 0.84
H 1.440 5.187 2.229 -0.50 0.37 -0.24
H 1.142 3.542 1.758 -0.31 -0.01 -0.25
C 6.366 -1.343 -1.227 -0.55 0.58 0.72
Cl 4.572 -1.415 -1.402 0.86 -0.19 -0.18
Cl 6.764 0.169 -0.296 0.08 -0.81 -0.56
H 6.682 -2.194 -0.623 -0.08 0.20 -0.13
H 6.870 -1.336 -2.193 -0.30 0.20 0.17
C -0.744 0.092 4.442 0.32 -0.38 0.26
Cl 0.203 0.667 3.056 0.13 0.19 0.09
Cl -1.769 1.337 5.110 -0.43 0.38 0.06
H -1.356 -0.758 4.143 0.23 0.16 -0.10
H -0.026 -0.149 5.226 -0.13 -0.24 -0.29
C -4.907 0.249 -2.037 -0.16 -0.96 0.45
Cl -3.759 1.382 -2.737 -0.35 0.21 -0.43
Cl -4.035 -0.686 -0.768 -0.72 0.20 -0.21
H -5.805 0.748 -1.672 0.51 0.26 0.46
H -5.292 -0.495 -2.735 0.54 0.23 -0.35
C -3.189 2.732 0.635 0.77 0.42 -1.32
Cl -4.214 2.246 1.912 -0.73 -0.20 0.74
Cl -1.812 1.580 0.435 -0.36 0.94 0.07
H -3.693 2.750 -0.331 -0.16 -0.34 0.24
H -2.811 3.743 0.785 0.33 -0.31 0.36
C -1.565 -1.002 -3.626 -0.90 -0.65 -0.06
Cl -0.765 -0.507 -2.158 0.03 1.08 -0.53
Cl -0.591 -2.313 -4.350 -0.71 0.56 -0.27
H -2.554 -1.331 -3.307 0.26 -0.68 -0.08
H -1.800 -0.147 -4.260 0.98 -0.07 -0.22
```
Forces are in eV/Å.

Atomic charges from the Mulliken analysis, expressed in e, are listed below:
1 Hg 1.49
2 C -1.07
3 O -0.67
4 H 0.24
5 H 0.27
6 H 0.27
7 Cl -0.55
8 C 0.07
9 Cl -0.03
10 Cl -0.16
11 H -0.25
12 H 0.33
13 C 0.10
14 Cl -0.16
15 Cl -0.19
16 H 0.30
17 H -0.06
18 C -0.32
19 Cl -0.14
20 Cl -0.06
21 H 0.38
22 H 0.15
23 C -0.11
24 Cl -0.13
25 Cl -0.12
26 H 0.37
27 H -0.02
28 C -0.41
29 Cl -0.05
30 Cl -0.15
31 H 0.28
32 H 0.33
33 C -0.20
34 Cl -0.02
35 Cl -0.15
36 H 0.07
37 H 0.34
38 C -0.57
39 Cl -0.08
40 Cl -0.01
41 H 0.35
42 H 0.34
43 C -0.41
44 Cl -0.14
45 Cl 0.12
46 H 0.19
47 H 0.25
48 C -0.48
49 Cl 0.14
50 Cl -0.16
51 H 0.18
52 H 0.30

=====

(3)
This record from the Open Molecules 2025 dataset describes 4 unconnected molecules or ions with the total composition C12H17ClN3O4 in a non-equilibrium geometry. The level of theory is ωB97M-V/def2-TZVPD.

Computed properties:
HOMO level (alpha / beta): -0.3123 / -0.3072 hartree
LUMO energy (alpha / beta): -1.236 / -5.138 eV
2S+1: 2
<S²>: 0.762

The geometry in XYZ format:
```
37
Properties=species:S:1:pos:R:3:forces:R:3
Cl -1.430 -1.080 -2.344 -1.83 -1.51 -0.75
O -1.542 -2.504 -2.290 0.63 -0.41 -0.69
O -0.540 -0.609 -3.364 0.96 0.10 0.20
O -2.724 -0.542 -2.609 -0.88 0.86 -0.09
O -1.032 -0.686 -1.027 1.37 1.70 1.83
C -0.125 -3.581 2.206 0.22 -0.16 -0.36
C -1.600 -3.517 2.588 -0.11 0.50 -0.25
C -2.580 -3.330 1.362 1.13 -0.96 0.09
C -2.222 -4.301 0.277 0.42 -2.17 -2.38
N -1.946 -5.075 -0.577 -0.96 2.64 3.19
H 0.396 -4.232 2.908 0.23 0.39 0.18
H 0.284 -2.571 2.189 0.32 -0.12 0.10
H 0.088 -4.017 1.231 -0.33 0.00 -0.12
H -1.671 -2.643 3.236 -0.46 0.16 -0.02
H -1.789 -4.343 3.274 -0.67 -0.30 -0.57
H -2.462 -2.330 0.943 0.11 0.03 -0.06
H -3.634 -3.454 1.614 0.09 -0.11 0.12
N 2.201 1.720 -3.004 0.30 -0.50 -0.25
C 2.173 1.343 -1.661 -2.02 -0.26 -1.87
C 3.415 1.470 -1.197 1.23 1.19 2.17
C 4.197 2.111 -2.160 0.87 -0.97 -1.47
C 3.491 2.053 -3.360 -0.10 1.35 1.67
H 1.465 1.574 -3.679 -0.05 -0.23 0.32
H 1.247 1.010 -1.216 0.15 -0.37 -0.20
H 3.770 1.299 -0.191 -0.26 -0.08 0.07
H 5.202 2.453 -1.965 0.05 -0.16 -0.43
H 3.799 2.411 -4.331 -0.37 -0.14 -0.01
N -0.264 2.013 1.168 -0.38 2.07 0.53
C -0.700 2.888 0.189 0.43 -1.29 -0.25
C -0.991 4.157 0.719 -0.49 -0.32 2.29
C -0.890 3.999 2.112 0.99 -0.46 -1.36
C -0.272 2.703 2.353 -1.03 0.28 -0.91
H -0.101 1.035 0.974 0.24 -0.26 0.06
H -0.811 2.471 -0.801 -0.04 0.21 -0.19
H -1.359 5.043 0.224 0.05 -0.30 -0.22
H -1.164 4.684 2.901 0.22 0.10 -0.14
H 0.121 2.380 3.306 -0.07 -0.49 -0.21
```
Forces are in eV/Å.

Atomic charges from the Mulliken analysis, expressed in e, are listed below:
1 Cl 1.68
2 O -0.67
3 O -0.68
4 O -0.70
5 O -0.62
6 C -0.97
7 C -0.48
8 C -0.10
9 C 0.24
10 N -0.50
11 H 0.31
12 H 0.18
13 H 0.34
14 H 0.31
15 H 0.31
16 H 0.05
17 H 0.33
18 N 0.02
19 C -0.29
20 C -0.71
21 C -0.29
22 C -0.52
23 H 0.25
24 H 0.43
25 H 0.37
26 H 0.37
27 H 0.37
28 N 0.18
29 C -0.05
30 C -0.64
31 C -0.20
32 C -0.24
33 H 0.28
34 H 0.44
35 H 0.40
36 H 0.40
37 H 0.41

=====

(4)
This record from the Open Molecules 2025 dataset describes a single C2H6ClNO3S molecule in a non-equilibrium geometry. The level of theory is ωB97M-V/def2-TZVPD.

Computed properties:
HOMO level: -0.3745 hartree
relative energy (zero: lowest compared OMol25 entry of this formula, charge and spin): 2.2595 eV
SMILES: O=S(=O)(O)CCNCl
LUMO energy: 0.247 eV

The geometry in XYZ format:
```
14
Properties=species:S:1:pos:R:3:forces:R:3
C 0.150 0.612 0.236 0.79 0.96 0.93
C -1.132 -0.194 0.033 2.64 -3.26 2.55
H 2.610 -1.233 -1.452 3.69 0.42 -1.58
H 0.197 1.318 -0.621 0.48 0.07 0.98
H 0.333 1.067 1.325 -1.27 -0.27 -2.42
H -1.001 -0.902 -0.842 -0.44 0.94 0.67
H -1.184 -0.898 1.004 -0.13 1.38 -2.23
H -2.395 1.252 -0.802 0.20 -1.35 1.50
N -2.249 0.671 0.086 -1.25 0.93 -1.28
O 1.824 -1.216 -1.007 -4.47 1.03 3.88
O 2.724 0.983 -0.074 -2.48 -3.33 1.49
O 1.932 -0.883 1.564 -0.30 1.13 -2.17
S 1.779 -0.138 0.316 3.08 0.78 -2.06
Cl -3.589 -0.438 0.233 -0.56 0.58 -0.26
```
Forces are in eV/Å.

Atomic charges from the Mulliken analysis, expressed in e, are listed below:
1 C -0.49
2 C -0.52
3 H 0.32
4 H 0.32
5 H 0.26
6 H 0.39
7 H 0.32
8 H 0.32
9 N -0.35
10 O -0.47
11 O -0.58
12 O -0.55
13 S 1.13
14 Cl -0.11

=====

(5)
This record from the Open Molecules 2025 dataset describes 2 unconnected molecules or ions with the total composition C14H16O in a non-equilibrium geometry. The level of theory is ωB97M-V/def2-TZVPD.

Computed properties:
HOMO level: -0.3046 hartree
relative energy (zero: lowest compared OMol25 entry of this formula, charge and spin): 1.8803 eV
SMILES: Cc1ccc(O)cc1.Cc1ccccc1
LUMO energy: 0.816 eV

The geometry in XYZ format:
```
31
Properties=species:S:1:pos:R:3:forces:R:3
C 3.278 -0.786 3.598 -0.62 -1.16 0.59
C 0.697 -0.355 0.275 0.87 -0.24 0.26
C 1.977 -0.889 0.013 0.44 0.84 2.18
C 0.224 -0.314 1.582 0.68 -1.59 1.36
C 2.829 -1.022 1.140 -0.68 -0.70 -1.32
C 0.974 -0.875 2.631 0.97 1.87 -1.32
C 2.360 -0.923 2.435 -0.38 -0.66 -0.04
H 0.047 0.018 -0.464 -0.03 0.33 -0.81
H 2.517 -1.039 -0.909 -0.80 0.15 -0.57
H -0.686 0.090 1.989 -0.60 0.16 -1.06
H 3.844 -1.351 0.937 0.15 0.42 0.25
H 0.540 -0.911 3.604 -0.07 0.04 0.69
H 4.303 -0.616 3.291 0.26 -0.46 0.05
H 3.113 -1.685 4.262 0.68 1.06 -0.35
H 2.964 0.117 4.101 0.01 0.12 0.57
C -0.686 1.482 -3.821 0.70 0.05 0.21
C -1.446 1.045 -2.625 -1.29 -1.11 0.90
C -1.346 -0.311 -2.227 -0.80 0.23 -1.37
C -2.328 1.818 -1.889 -0.25 0.68 -0.92
C -1.964 -0.793 -1.093 -0.29 0.20 0.49
C -2.862 1.399 -0.668 0.79 1.01 0.36
C -2.552 0.133 -0.216 -0.12 -0.04 -0.28
O -2.859 -0.108 1.083 -0.60 -0.36 0.57
H -0.786 0.705 -4.601 0.63 0.55 0.21
H 0.325 1.633 -3.401 0.10 -0.60 -0.85
H -0.968 -0.967 -3.019 0.31 -0.15 0.73
H -2.690 2.727 -2.399 0.45 -0.03 0.82
H -1.962 -1.840 -0.805 0.27 0.03 -0.15
H -3.269 2.158 0.032 -0.17 -0.82 -0.66
H -2.704 -1.012 1.385 0.14 0.08 -0.49
H -0.886 2.470 -4.220 -0.74 0.07 -0.06
```
Forces are in eV/Å.

Atomic charges from the Mulliken analysis, expressed in e, are listed below:
1 C -1.27
2 C -0.11
3 C -0.78
4 C -0.16
5 C -0.51
6 C -0.93
7 C 0.76
8 H 0.43
9 H 0.35
10 H 0.52
11 H 0.33
12 H 0.38
13 H 0.37
14 H 0.29
15 H 0.33
16 C -1.34
17 C 0.57
18 C -0.47
19 C -0.34
20 C -0.64
21 C -0.67
22 C 0.81
23 O -0.60
24 H 0.30
25 H 0.29
26 H 0.33
27 H 0.33
28 H 0.31
29 H 0.33
30 H 0.39
31 H 0.39